Formula: C25H42BeBr4Cl4FMgN3NaO5
Source: the OMol25 dataset
Level of theory: wB97M-V/def2-TZVPD

Summary:
Energy relative to the best compared isomer or geometry (same formula, charge and spin) in kJ/mol: 0.0
Highest occupied orbital energy in Ha: -0.302
LUMO energy in eV: -5.46
Total charge: +1
Spin multiplicity: 1
Maximum force in eV Å⁻¹: 4.160
Gap between HOMO and LUMO in Ha: 0.1009

Element x y z (Å)
C: -0.893 -2.463 4.955
C: -0.730 -1.323 3.973
C: 0.268 -1.463 3.003
C: 0.540 -0.505 2.033
C: -0.212 0.683 2.068
C: -1.220 0.822 3.041
C: -1.522 -0.156 3.986
C: -2.667 0.003 4.995
N: -3.868 -0.724 4.526
C: -4.923 0.148 3.968
N: -5.475 0.917 5.129
C: -4.332 1.303 2.950
O: -4.193 2.474 3.378
O: -4.052 1.095 1.724
C: -6.071 -0.624 3.160
Br: -7.771 -0.847 4.111
C: -5.608 -2.008 2.693
C: -5.555 -3.168 3.712
Br: -3.962 -1.685 1.710
H: -1.084 -3.392 4.406
H: -1.655 -2.290 5.714
H: 0.049 -2.627 5.496
H: 0.871 -2.369 2.959
H: 1.299 -0.607 1.263
H: -0.083 1.509 1.361
H: -1.810 1.744 3.052
H: -2.313 -0.487 5.908
H: -2.838 1.048 5.282
H: -4.196 -1.209 5.353
H: -6.228 1.537 4.830
H: -5.754 0.294 5.874
H: -6.323 -0.027 2.279
H: -6.343 -2.361 1.961
H: -6.547 -3.635 3.669
H: -4.855 -3.950 3.403
H: -5.415 -2.836 4.739
C: 2.695 -0.523 -2.396
C: 3.477 -1.830 -2.370
C: 3.061 -2.752 -1.218
C: 3.294 -2.092 0.075
N: 3.477 -1.570 1.079
H: 2.869 0.067 -1.493
H: 3.004 0.084 -3.245
H: 1.620 -0.710 -2.484
H: 4.541 -1.604 -2.296
H: 3.326 -2.353 -3.315
H: 3.636 -3.678 -1.248
H: 2.002 -3.010 -1.297
Na: -3.588 2.456 5.141
C: 7.366 -1.110 -6.075
C: 5.972 -1.589 -5.710
C: 5.141 -1.896 -6.953
O: 5.309 -0.591 -4.932
H: 7.317 -0.189 -6.659
H: 7.939 -0.888 -5.174
H: 7.904 -1.861 -6.655
H: 6.043 -2.484 -5.089
H: 5.014 -1.003 -7.574
H: 4.141 -2.229 -6.668
H: 5.621 -2.669 -7.555
H: 5.239 0.207 -5.468
C: 4.611 1.215 3.577
Cl: 3.136 0.231 3.716
Cl: 5.652 0.902 4.967
Cl: 5.468 0.802 2.094
Cl: 4.165 2.926 3.543
Be: 4.206 -3.943 -8.004
Br: 7.995 -0.287 -9.635
C: 6.979 0.061 -11.256
C: 5.532 -0.315 -11.091
Br: 5.281 -2.244 -11.184
H: 7.470 -0.479 -12.059
H: 7.078 1.131 -11.429
H: 4.939 0.088 -11.908
H: 5.110 0.013 -10.145
C: -7.090 4.986 4.264
O: -7.439 4.025 5.041
H: -6.973 4.700 3.117
H: -7.764 5.864 4.200
H: -6.092 5.453 4.435
F: -6.911 3.700 1.606
Mg: -2.524 0.357 1.155
C: -4.723 6.384 2.329
O: -5.808 7.108 2.560
H: -4.031 6.721 1.527
H: -4.028 6.249 3.197
H: -4.904 5.315 2.038